Computed, not measured: a molecular structure, C53H73BrFN11O5RbSi, with ωB97M-V/def2-TZVPD.

## Properties
2S+1 ... 1
E_LUMO ... -3.06 eV
Molecular weight ... 1156.7 g mol⁻¹
HOMO level ... -8.9 eV
Net charge ... +1

Atoms and positions in Å:
Rb 0.362 -0.663 -0.181
N 2.556 0.632 -5.075
C 1.868 -0.020 -4.114
N 0.820 0.416 -3.507
C 0.339 1.696 -3.853
N -0.667 2.235 -3.297
N -1.294 1.767 -2.202
C -2.414 1.183 -2.248
C -3.189 0.939 -1.003
C -4.416 0.291 -1.080
C -5.148 0.100 0.077
C -4.634 0.561 1.279
C -3.401 1.197 1.259
N -2.690 1.389 0.151
C 1.049 2.469 -4.899
C 0.651 3.743 -5.298
C 1.358 4.431 -6.267
C 2.487 3.852 -6.848
C 2.898 2.592 -6.460
C 2.173 1.905 -5.492
H 3.356 0.197 -5.495
H 2.256 -1.000 -3.854
H -2.873 0.897 -3.198
H -4.780 -0.062 -2.038
H -6.107 -0.402 0.038
H -5.171 0.431 2.212
H -2.963 1.582 2.178
H -0.224 4.180 -4.830
H 1.036 5.419 -6.574
H 3.046 4.389 -7.602
H 3.783 2.139 -6.898
O 2.342 0.831 3.440
C 1.664 1.844 4.132
C 0.753 2.649 3.234
C 0.052 3.743 3.724
C -0.761 4.455 2.857
C -0.859 4.046 1.536
C -0.138 2.935 1.139
N 0.653 2.248 1.973
H 1.851 0.681 2.617
H 2.406 2.504 4.584
H 1.064 1.428 4.952
H 0.154 4.037 4.765
H -1.309 5.321 3.209
H -1.477 4.574 0.822
H -0.209 2.579 0.117
C -5.190 -4.414 4.601
C -5.517 -3.192 3.752
N -4.349 -2.352 3.490
C -3.655 -2.530 2.312
C -2.535 -1.872 1.970
C -1.758 -2.234 0.710
O -0.702 -2.874 0.953
O -2.200 -1.846 -0.392
C -1.987 -0.873 2.861
O -0.967 -0.222 2.646
C -2.761 -0.661 4.099
C -2.319 0.310 4.994
C -2.965 0.489 6.178
F -2.486 1.401 7.070
C -4.086 -0.266 6.532
C -4.539 -1.220 5.637
C -3.893 -1.432 4.407
N -4.762 -0.081 7.768
C -4.882 -1.181 8.700
C -3.903 -1.032 9.859
N -4.169 0.298 10.525
C -3.978 1.440 9.553
C -4.919 1.223 8.376
H -6.067 -5.058 4.694
H -4.860 -4.130 5.604
H -4.389 -4.993 4.133
H -6.294 -2.587 4.217
H -5.905 -3.507 2.787
H -4.094 -3.256 1.637
H -1.441 0.895 4.732
H -5.417 -1.794 5.909
H -4.676 -2.122 8.198
H -5.904 -1.229 9.101
H -2.879 -1.007 9.493
H -4.011 -1.822 10.599
H -3.574 0.418 11.340
H -5.135 0.308 10.854
H -2.943 1.421 9.232
H -4.184 2.374 10.072
H -4.750 2.007 7.648
H -5.954 1.326 8.734
C 4.931 2.312 1.687
C 5.916 1.397 0.933
C 7.323 2.030 0.991
C 5.941 0.062 1.696
Si 5.381 1.140 -0.880
Br 3.104 0.943 -0.795
C 5.647 2.698 -1.972
C 4.782 2.699 -3.244
C 7.126 2.811 -2.397
C 5.259 3.967 -1.188
C 6.021 -0.473 -1.670
C 5.375 -1.708 -1.007
C 7.552 -0.584 -1.538
C 5.654 -0.517 -3.164
H 5.357 2.538 2.675
H 3.973 1.819 1.850
H 4.745 3.260 1.180
H 7.671 2.035 2.033
H 7.322 3.066 0.641
H 8.064 1.479 0.401
H 6.136 0.273 2.756
H 6.733 -0.605 1.346
H 4.982 -0.463 1.632
H 5.047 1.895 -3.935
H 4.935 3.652 -3.770
H 3.717 2.618 -3.014
H 7.413 2.012 -3.087
H 7.813 2.783 -1.545
H 7.282 3.766 -2.916
H 4.220 3.929 -0.847
H 5.360 4.837 -1.851
H 5.903 4.139 -0.323
H 5.747 -1.878 0.003
H 5.628 -2.594 -1.604
H 4.288 -1.643 -0.958
H 7.886 -0.492 -0.501
H 8.079 0.170 -2.130
H 7.869 -1.572 -1.895
H 4.578 -0.366 -3.311
H 5.915 -1.504 -3.567
H 6.199 0.232 -3.747
C 0.989 -5.149 -4.627
C 0.441 -4.134 -3.618
C 1.515 -3.380 -2.953
N 2.345 -2.785 -2.415
H 0.177 -5.773 -4.999
H 1.737 -5.793 -4.168
H 1.449 -4.643 -5.476
H -0.147 -4.627 -2.845
H -0.215 -3.414 -4.109
C 1.763 -2.418 3.267
C 2.264 -2.735 1.882
N 2.173 -4.043 1.512
O 2.756 -1.893 1.134
H 1.913 -3.262 3.943
H 0.689 -2.210 3.189
H 2.264 -1.533 3.643
H 1.497 -4.625 1.973
H 2.346 -4.232 0.537